# C24H41BN4O28S6

7 unconnected molecules or ions with the total composition C24H41BN4O28S6 at a distorted geometry (ωB97M-V/def2-TZVPD, the Open Molecules 2025 dataset).

Values from the calculation:
HOMO (Ha): -0.30812
Charge: 0
LUMO (eV): 0.12
Electronic energy (eV): -154525.6988
HOMO-LUMO gap (eV): 8.50
SMILES: CCOB(O)c1c(CC(N)(N)N)ccc2c1C(=O)NC2=O.O=S1(=O)OCCO1.O=S1(=O)OCCO1.O=S1(=O)OCCO1.O=S1(=O)OCCO1.O=S1(=O)OCCO1.O=S1(=O)OCCO1

Positions of all 104 atoms, in Å:
C 3.897 -5.913 3.146
C 2.844 -5.966 4.289
O 1.883 -4.900 4.289
B 2.412 -3.656 3.946
O 3.504 -3.059 4.552
C 1.649 -2.862 2.760
C 2.241 -2.442 1.519
C 3.729 -2.675 1.172
C 4.641 -1.373 1.469
N 5.433 -1.575 2.685
N 3.835 -0.167 1.507
N 5.622 -1.234 0.361
C 1.390 -1.789 0.565
C 0.011 -1.549 0.762
C -0.548 -1.947 2.000
C 0.260 -2.608 2.990
C -0.647 -2.933 4.209
O -0.516 -3.716 5.097
N -1.792 -2.047 3.995
C -1.983 -1.814 2.565
O -3.005 -1.568 1.997
H 3.463 -5.686 2.148
H 4.309 -6.948 3.053
H 4.782 -5.278 3.378
H 3.368 -6.098 5.263
H 2.261 -6.903 4.135
H 3.556 -3.277 5.497
H 4.147 -3.586 1.640
H 3.758 -2.783 0.063
H 5.015 -1.104 3.479
H 5.526 -2.564 2.900
H 3.660 0.140 2.458
H 4.245 0.577 0.953
H 5.122 -1.095 -0.517
H 6.167 -2.095 0.321
H 1.865 -1.472 -0.382
H -0.643 -1.075 0.014
H -1.378 -1.142 4.255
O 4.581 -0.774 5.430
S 3.517 -0.339 6.257
O 3.197 -0.974 7.485
O 2.181 -0.245 5.360
C 1.666 1.090 5.398
C 2.878 1.971 5.616
O 3.708 1.233 6.529
H 0.966 1.161 6.234
H 1.147 1.326 4.471
H 2.617 2.941 6.033
H 3.433 2.112 4.692
O -0.369 0.933 -2.518
S 0.109 -0.119 -3.345
O 1.441 -0.162 -3.838
O -0.906 -0.286 -4.582
C -1.427 -1.618 -4.598
C -1.412 -2.072 -3.152
O -0.206 -1.528 -2.611
H -0.766 -2.235 -5.213
H -2.430 -1.627 -5.023
H -1.421 -3.156 -3.055
H -2.254 -1.652 -2.596
O 3.338 3.414 3.309
S 4.681 3.581 2.861
O 5.651 2.560 2.988
O 5.259 4.937 3.508
C 5.678 5.829 2.470
C 4.794 5.495 1.286
O 4.651 4.072 1.329
H 6.729 5.627 2.251
H 5.568 6.863 2.789
H 5.228 5.809 0.339
H 3.802 5.939 1.395
O -1.585 0.996 -5.911
S -2.724 1.446 -6.642
O -4.048 1.302 -6.152
O -2.652 0.825 -8.130
C -2.650 1.879 -9.096
C -2.009 3.058 -8.392
O -2.498 2.992 -7.051
H -3.686 2.095 -9.368
H -2.098 1.578 -9.985
H -2.272 4.009 -8.850
H -0.921 2.958 -8.362
O -7.892 -3.281 -4.173
S -7.069 -2.210 -4.609
O -5.930 -2.412 -5.432
O -6.634 -1.352 -3.322
C -7.062 0.011 -3.478
C -8.295 -0.066 -4.352
O -8.005 -1.096 -5.304
H -6.265 0.563 -3.969
H -7.269 0.456 -2.512
H -8.506 0.875 -4.856
H -9.173 -0.374 -3.777
O -4.773 4.346 -3.092
S -5.515 3.486 -2.246
O -6.241 2.368 -2.742
O -6.495 4.393 -1.342
C -6.222 4.166 0.044
C -4.758 3.783 0.098
O -4.550 2.977 -1.064
H -6.859 3.348 0.388
H -6.438 5.061 0.626
H -4.505 3.230 1.000
H -4.115 4.663 0.020


# C50H138N25O7P7

11 unconnected molecules or ions with the total composition C50H138N25O7P7 at a distorted geometry (ωB97M-V/def2-TZVPD, the Open Molecules 2025 dataset).

Values from the calculation:
HOMO (Ha): -0.29929
Charge: 0
LUMO (eV): 0.44
Energy above the lowest of the compared OMol25 structures with the same formula, charge and spin (eV): 1.9531
Electronic energy (eV): -170700.8938
HOMO-LUMO gap (eV): 8.58
SMILES: CN(C)P(=O)(N(C)C)N(C)C.CN(C)P(=O)(N(C)C)N(C)C.CN(C)P(=O)(N(C)C)N(C)C.CN(C)P(=O)(N(C)C)N(C)C.CN(C)P(=O)(N(C)C)N(C)C.CN(C)P(=O)(N(C)C)N(C)C.CN(C)P(=O)(N(C)C)N(C)C.CC#N.CC#N.CC#N.CC#N

Positions of all 227 atoms, in Å:
C 14.097 11.371 21.466
N 15.386 12.062 21.249
C 16.502 11.164 21.387
P 15.425 13.671 20.848
O 14.180 14.131 20.247
N 15.601 14.545 22.281
C 14.312 14.783 22.970
C 16.548 14.060 23.213
N 16.879 13.970 20.088
C 17.120 13.363 18.747
C 17.511 15.307 20.150
H 14.006 11.105 22.551
H 14.071 10.509 20.772
H 13.284 11.986 21.141
H 17.492 11.763 21.310
H 16.510 10.305 20.700
H 16.418 10.730 22.380
H 13.659 15.291 22.279
H 13.829 13.846 23.240
H 14.489 15.339 23.894
H 17.638 14.320 22.932
H 16.417 14.565 24.212
H 16.528 12.976 23.322
H 16.666 12.414 18.534
H 16.726 13.966 17.955
H 18.242 13.198 18.552
H 17.221 15.889 19.239
H 18.579 15.302 20.346
H 16.962 15.688 20.993
C 22.895 11.081 11.237
N 23.846 12.027 11.763
C 25.045 12.239 10.946
P 23.252 13.277 12.754
O 22.431 14.349 12.097
N 22.423 12.468 13.903
C 21.107 13.020 14.297
C 22.800 11.204 14.430
N 24.623 14.001 13.369
C 24.229 15.103 14.235
C 25.747 13.231 13.949
H 22.027 11.580 10.831
H 22.653 10.208 11.931
H 23.422 10.497 10.416
H 24.774 12.384 9.828
H 25.748 11.458 11.189
H 25.404 13.177 11.200
H 20.332 12.232 14.225
H 21.152 13.405 15.359
H 20.839 13.794 13.537
H 23.862 11.045 14.230
H 22.647 11.168 15.467
H 22.229 10.344 13.996
H 23.914 14.773 15.223
H 25.101 15.794 14.325
H 23.458 15.788 13.762
H 26.555 13.899 14.087
H 26.181 12.470 13.374
H 25.391 12.763 14.904
C 21.504 13.246 19.510
N 22.797 12.862 20.078
C 22.726 11.989 21.216
P 24.221 13.648 19.844
O 25.348 12.830 20.327
N 24.201 14.111 18.265
C 25.138 15.121 17.708
C 24.225 12.960 17.344
N 24.137 15.120 20.635
C 23.140 16.094 20.320
C 25.287 15.545 21.433
H 21.191 12.420 18.881
H 21.594 14.058 18.799
H 20.796 13.553 20.315
H 22.237 11.031 20.964
H 22.184 12.467 22.088
H 23.689 11.732 21.626
H 25.460 15.755 18.564
H 25.982 14.722 17.061
H 24.477 15.633 17.091
H 25.223 12.597 17.141
H 23.438 12.247 17.618
H 23.869 13.249 16.362
H 22.965 16.677 21.205
H 23.322 16.859 19.572
H 22.200 15.619 20.100
H 25.012 15.843 22.511
H 25.789 16.377 20.833
H 25.999 14.774 21.664
C 11.080 17.108 10.795
N 11.872 15.907 11.015
C 11.097 14.762 10.433
P 12.877 15.779 12.382
O 13.253 17.130 12.773
N 12.266 14.944 13.634
C 12.184 15.573 14.929
C 11.995 13.475 13.606
N 14.130 14.814 11.745
C 14.683 14.814 10.400
C 15.165 14.583 12.789
H 10.960 17.294 9.722
H 11.528 17.944 11.309
H 10.063 17.093 11.297
H 10.015 14.714 10.834
H 11.658 13.749 10.625
H 10.983 14.874 9.284
H 11.151 15.448 15.421
H 12.849 15.070 15.662
H 12.312 16.592 14.784
H 12.150 13.027 14.559
H 10.948 13.192 13.353
H 12.723 12.934 12.912
H 15.363 15.635 10.231
H 15.257 13.895 10.294
H 13.903 14.790 9.632
H 14.662 14.485 13.770
H 15.945 15.401 12.721
H 15.685 13.641 12.715
C 19.018 15.546 12.522
N 18.742 16.502 13.615
C 19.562 17.751 13.297
P 18.500 15.937 15.139
O 18.091 14.499 15.089
N 19.952 16.273 15.961
C 19.921 15.845 17.409
C 21.252 16.319 15.343
N 17.376 16.770 15.992
C 16.009 16.280 16.002
C 17.608 18.152 16.437
H 18.544 15.872 11.633
H 18.506 14.594 12.763
H 20.096 15.404 12.426
H 19.899 18.264 14.222
H 19.016 18.456 12.687
H 20.442 17.433 12.814
H 18.960 16.038 17.741
H 20.143 14.734 17.499
H 20.642 16.449 17.948
H 21.247 15.969 14.306
H 21.765 17.221 15.334
H 21.862 15.512 15.923
H 15.388 16.673 15.159
H 15.976 15.164 15.882
H 15.592 16.539 16.993
H 18.071 18.839 15.716
H 18.196 18.257 17.384
H 16.654 18.626 16.691
C 15.970 22.496 15.027
N 17.072 22.031 14.222
C 18.376 22.399 14.772
P 16.888 21.052 12.803
O 18.197 20.378 12.545
N 15.694 19.972 13.012
C 14.283 20.191 13.092
C 16.085 18.668 13.468
N 16.283 21.997 11.639
C 16.585 23.370 11.400
C 15.828 21.305 10.422
H 16.138 23.582 15.307
H 15.828 21.959 15.972
H 15.072 22.604 14.521
H 19.127 21.749 14.501
H 18.189 22.384 15.844
H 18.691 23.378 14.560
H 13.941 19.856 14.115
H 14.156 21.279 13.130
H 13.665 19.604 12.414
H 15.546 18.335 14.330
H 15.810 17.920 12.716
H 17.128 18.591 13.513
H 17.024 23.827 12.292
H 17.307 23.515 10.625
H 15.673 23.960 11.178
H 16.608 21.053 9.651
H 15.083 21.886 9.905
H 15.421 20.392 10.741
C 12.538 12.438 17.961
N 13.252 11.880 16.793
C 14.293 12.875 16.406
P 13.763 10.320 17.182
O 14.594 10.122 18.436
N 12.371 9.466 17.343
C 12.034 8.681 18.619
C 11.261 9.597 16.344
N 14.487 9.869 15.756
C 14.616 10.496 14.483
C 14.973 8.451 15.755
H 13.238 12.902 18.728
H 11.919 11.631 18.427
H 11.953 13.239 17.584
H 13.921 13.825 16.655
H 14.495 12.979 15.331
H 15.215 12.710 16.955
H 11.600 7.691 18.305
H 12.983 8.462 19.128
H 11.358 9.310 19.302
H 11.732 9.914 15.438
H 10.862 8.534 16.143
H 10.422 10.244 16.666
H 14.873 9.757 13.678
H 13.706 11.003 14.181
H 15.513 11.180 14.376
H 14.339 7.874 15.097
H 15.048 8.056 16.762
H 15.983 8.388 15.328
C 18.687 21.062 20.681
C 18.273 21.210 19.319
N 17.969 21.216 18.243
H 18.118 20.242 21.120
H 18.535 22.012 21.225
H 19.723 20.815 20.596
C 20.936 19.708 17.212
C 21.209 19.368 18.582
N 21.290 19.126 19.692
H 21.783 19.656 16.556
H 20.481 20.754 17.143
H 20.185 18.937 16.917
C 18.048 11.752 15.729
C 19.159 11.153 16.398
N 20.008 10.690 17.019
H 17.801 11.219 14.774
H 18.162 12.823 15.510
H 17.137 11.816 16.441
C 12.561 16.999 18.782
C 13.756 17.823 19.079
N 14.710 18.406 19.020
H 12.392 16.182 19.484
H 12.696 16.548 17.817
H 11.637 17.569 18.802


# C19H24N6OPtS2

A molecular structure, C19H24N6OPtS2 at a distorted geometry (ωB97M-V/def2-TZVPD, the Open Molecules 2025 dataset).

Values from the calculation:
HOMO (spin up / spin down) (Ha): -0.53324 / -0.53324
Charge: +2
LUMO (spin up / spin down) (eV): -7.43 / -7.43
Electronic energy (eV): -55984.9899
HOMO-LUMO gap (spin up / spin down) (eV): 7.08 / 7.08

Positions of all 53 atoms, in Å:
Pt -0.114 0.005 -0.062
S -4.603 -6.152 0.312
N -3.925 -5.396 -0.932
C -3.123 -4.438 -0.482
C -2.329 -3.539 -1.262
C -2.272 -3.581 -2.659
C -1.432 -2.709 -3.319
C -0.688 -1.804 -2.569
N -0.770 -1.708 -1.249
C -1.566 -2.566 -0.577
C -1.594 -2.483 0.867
N -0.892 -1.504 1.462
C -0.821 -1.437 2.776
C -1.476 -2.349 3.605
C -2.251 -3.332 3.033
C -2.324 -3.413 1.637
C -3.112 -4.384 0.944
N -3.907 -5.300 1.482
H -2.876 -4.303 -3.184
H -1.337 -2.728 -4.393
H 0.006 -1.139 -3.066
H -0.227 -0.637 3.196
H -1.375 -2.267 4.675
H -2.802 -4.048 3.623
C 4.170 2.702 -2.058
C 3.956 3.090 -0.601
N 2.840 2.347 -0.028
C 1.661 2.731 0.416
S 0.772 1.553 1.377
N 1.088 3.914 0.306
C 1.448 5.091 -0.481
C 0.221 5.972 -0.652
H 5.052 3.208 -2.440
H 3.318 2.988 -2.670
H 4.327 1.630 -2.147
H 3.791 4.160 -0.500
H 4.845 2.829 -0.020
H 3.031 1.356 0.079
H 0.241 4.038 0.849
H 1.818 4.769 -1.458
H 2.230 5.657 0.034
H -0.607 5.425 -1.096
H 0.462 6.802 -1.309
H -0.099 6.392 0.297
C -1.741 1.481 -2.415
C -0.413 2.215 -2.526
O 0.668 1.423 -2.024
H -2.572 2.162 -2.572
H -1.829 1.053 -1.396
H -1.808 0.681 -3.148
H -0.431 3.120 -1.918
H -0.205 2.503 -3.560
H 0.950 0.812 -2.718


# CH21CrO10

A molecular structure, CH21CrO10 at a distorted geometry (ωB97M-V/def2-TZVPD, the Open Molecules 2025 dataset).

Values from the calculation:
HOMO (spin up / spin down) (Ha): -0.60453 / -0.62646
Charge: +2
LUMO (spin up / spin down) (eV): -7.64 / -6.64
Electronic energy (eV): -50259.4317
HOMO-LUMO gap (spin up / spin down) (eV): 8.81 / 10.41
2S+1: 4

Positions of all 33 atoms, in Å:
Cr 0.545 -0.299 0.276
C -1.785 -1.590 1.344
O -0.736 -0.694 1.391
H -2.436 -1.494 0.423
H -1.451 -2.646 1.322
H -2.493 -1.564 2.170
O 2.181 -1.186 1.697
H 3.045 -1.586 1.495
H 2.243 -1.498 2.693
O 0.821 -1.792 -0.936
H 1.541 -2.375 -0.909
H 0.874 -1.579 -2.114
O 1.566 -1.053 -3.305
H 2.284 -0.474 -2.940
H 1.045 -0.479 -3.918
O 1.353 1.599 1.166
H 0.696 2.322 1.343
H 1.763 1.467 2.037
O -1.252 1.723 -3.563
H -1.342 1.437 -4.421
H -0.766 2.539 -3.660
O -0.475 3.482 1.392
H -0.141 4.335 1.182
H -1.145 3.930 1.953
O 1.782 -1.861 4.228
H 1.633 -1.944 5.251
H 0.845 -2.076 3.960
O -0.278 0.801 -1.182
H -0.158 1.699 -1.371
H -0.981 0.463 -1.766
O -2.748 -0.180 -1.638
H -2.797 0.643 -1.164
H -3.235 -0.070 -2.438